(1)
11 unconnected molecules or ions with the total composition H24NO10 at a distorted geometry, computed with ωB97M-V/def2-TZVPD.

Geometry as XYZ:
```
35
Properties=species:S:1:pos:R:3:nbo_charge:R:1
N -0.34803 0.26419 0.23488 -0.9540
H -0.60927 0.86675 0.98393 0.4568
H -0.13047 -0.73616 0.62388 0.4902
H 0.53010 0.87505 0.12269 0.4700
H -1.05457 0.35050 -0.63538 0.4825
O 3.53871 -0.22107 -0.50150 -0.9388
H 3.37278 0.12343 0.39636 0.4821
H 4.14210 0.36215 -0.83500 0.4743
O -3.71266 -0.91567 -1.46433 -0.9366
H -3.59122 -0.31037 -0.71306 0.4516
H -2.91455 -1.44104 -1.49999 0.4768
O -1.33388 -2.40618 -1.24422 -0.9497
H -1.95499 -3.09511 -0.97716 0.4848
H -0.63882 -2.84880 -1.57540 0.4778
O -1.35101 -1.48452 2.72221 -0.9276
H -1.53613 -1.17765 3.48207 0.4550
H -1.93408 -2.24970 2.65759 0.4753
O -0.62359 0.97192 -2.93737 -0.9675
H 0.06495 0.34736 -2.83365 0.4743
H -0.32640 1.33493 -3.82495 0.4795
O -2.61382 2.49412 1.03300 -0.9880
H -3.30757 1.89190 1.06263 0.4761
H -2.75411 3.39098 0.38553 0.5147
O 1.43119 2.43489 -0.68565 -0.9551
H 0.94232 2.29129 -1.53496 0.4995
H 2.37691 2.09187 -0.82429 0.4788
O 1.26564 1.53646 2.56309 -0.9942
H 1.23228 2.03938 3.35456 0.5069
H 2.02613 1.06333 2.25660 0.4905
O 1.15755 -0.86119 -2.01671 -1.0194
H 1.12145 -1.30160 -2.91104 0.5083
H 1.95696 -0.55523 -1.61895 0.5199
O 1.81096 -1.38111 2.04569 -0.9777
H 2.11418 -2.27044 1.73267 0.4913
H 1.65097 -1.47466 2.97621 0.4917
```

Results
2S+1 ... 1
Total charge ... +1
Energy relative to the best compared isomer or geometry (same formula, charge and spin) ... 81.3 kcal per mole
E_HOMO ... -0.5051 Eh
Calculated total energy ... -22347.27039 eV
Kohn-Sham gap ... 10.821 eV



(2)
12 unconnected molecules or ions with the total composition H24O12 at a distorted geometry, computed with ωB97M-V/def2-TZVPD.

Geometry as XYZ:
```
36
Properties=species:S:1:pos:R:3:nbo_charge:R:1
O -11.21100 -16.36300 15.06900 -0.9553
H -10.94300 -16.10000 14.21400 0.4719
H -11.09100 -17.31400 15.18400 0.4774
O -7.85200 -16.96000 14.87700 -0.9685
H -7.79700 -17.23900 15.78500 0.4745
H -8.12700 -16.06300 14.90900 0.5094
O -7.01600 -19.40300 14.10500 -0.9731
H -6.26800 -19.51600 14.70900 0.4844
H -7.39500 -18.54700 14.22000 0.5013
O -6.39100 -17.88800 11.93600 -0.9786
H -7.02100 -18.08700 11.25400 0.4794
H -6.58000 -18.45600 12.68100 0.4915
O -8.98500 -14.18400 14.46800 -0.9647
H -9.72900 -13.69600 14.87600 0.4970
H -8.18200 -13.65600 14.72200 0.4935
O -7.87800 -14.29200 9.94300 -0.9318
H -7.78500 -14.75000 9.13800 0.4680
H -8.75700 -13.93900 9.90100 0.4663
O -9.68900 -12.81100 12.16900 -0.9662
H -9.32000 -13.39400 12.83000 0.4928
H -9.86600 -13.23800 11.35400 0.4555
O -9.65900 -16.81800 9.40200 -0.9733
H -9.59200 -16.31400 8.56800 0.4558
H -9.32800 -16.30000 10.13100 0.4975
O -9.57000 -18.65000 12.76200 -0.9551
H -9.03600 -19.36100 12.39400 0.4857
H -10.43700 -18.84300 12.38700 0.4920
O -6.18200 -15.24000 12.25300 -0.9669
H -6.05400 -16.18500 12.31200 0.4940
H -6.28500 -15.17800 11.31900 0.4690
O -11.81500 -16.16400 12.15400 -0.9547
H -11.79900 -15.26700 12.49600 0.4614
H -10.84100 -16.39200 12.18600 0.4829
O -8.98100 -16.19600 11.93900 -1.0373
H -8.17100 -15.64000 12.02200 0.5214
H -8.94200 -17.01600 12.38400 0.5033
```

Results
2S+1 ... 1
SMILES string ... O.O.O.O.O.O.O.O.O.O.O.O
Total charge ... 0
Energy relative to the best compared isomer or geometry (same formula, charge and spin) ... 39.7 kcal per mole
E_HOMO ... -0.3951 Eh
Calculated total energy ... -24959.97486 eV
Kohn-Sham gap ... 10.844 eV



(3)
12 unconnected molecules or ions with the total composition H24O12 at a distorted geometry, computed with ωB97M-V/def2-TZVPD.

Geometry as XYZ:
```
36
Properties=species:S:1:pos:R:3:nbo_charge:R:1
O -0.01701 0.30777 -1.06247 -0.9319
H -0.32087 -0.46940 -0.68152 0.4747
H 0.46575 0.71218 -0.31009 0.4665
O -0.37589 4.53533 -1.36924 -0.9526
H -0.01777 4.24965 -2.21138 0.4774
H -1.30393 4.81192 -1.61103 0.4760
O 0.38871 -1.83119 -2.04641 -0.9313
H -0.01178 -2.30494 -2.74316 0.4621
H 1.21673 -2.30563 -1.83335 0.4702
O 3.67765 -0.01349 -2.35043 -0.9443
H 3.55121 -1.03766 -2.45414 0.4619
H 3.04207 0.28676 -1.69830 0.4820
O -2.46835 0.59133 -3.88181 -0.9180
H -1.68451 0.15284 -3.94526 0.4594
H -2.91243 -0.09310 -3.34195 0.4592
O 1.18944 0.71708 3.85128 -0.9426
H 1.99717 0.67802 4.33725 0.4629
H 1.10646 1.70177 3.67913 0.4796
O -0.43573 2.78413 1.75992 -0.9660
H -1.14265 3.40727 1.90930 0.4899
H 0.28427 3.08909 1.12230 0.4958
O -0.35757 -4.69525 2.11000 -0.9582
H -0.95961 -4.63247 2.88933 0.4614
H -0.37751 -3.80481 1.76152 0.4900
O -2.48331 -0.58505 2.41465 -0.9738
H -3.03105 -0.49728 3.17642 0.4843
H -1.49894 -0.59130 2.60047 0.4961
O 3.84863 -0.56184 -0.31590 -0.9538
H 4.21446 0.17467 0.09107 0.4785
H 3.47955 -1.21961 0.28379 0.4756
O -1.50605 -2.55530 0.67293 -0.9804
H -2.24775 -3.01355 0.16909 0.4833
H -1.81369 -1.69020 0.90325 0.4980
O -1.37917 1.19319 0.03805 -0.9837
H -1.47152 1.17327 -0.91638 0.4848
H -1.21459 2.12894 0.25906 0.4673
```

Results
2S+1 ... 1
SMILES string ... O.O.O.O.O.O.O.O.O.O.O.O
Total charge ... 0
Energy relative to the best compared isomer or geometry (same formula, charge and spin) ... 155.4 kcal per mole
E_HOMO ... -0.2971 Eh
Calculated total energy ... -24954.95478 eV
Kohn-Sham gap ... 8.139 eV



(4)
12 unconnected molecules or ions with the total composition H24O12 at a distorted geometry, computed with ωB97M-V/def2-TZVPD.

Geometry as XYZ:
```
36
Properties=species:S:1:pos:R:3:nbo_charge:R:1
O 3.30739 -2.79201 -2.02334 -0.9331
H 3.21968 -1.83960 -1.92444 0.4654
H 2.41024 -3.09159 -1.84907 0.4683
O 2.35568 1.91245 -0.79571 -0.9564
H 2.79008 1.94413 -1.68182 0.4473
H 3.08222 1.33573 -0.42990 0.4915
O 2.80151 -0.17990 0.38231 -0.9777
H 1.99575 -0.28552 -0.12682 0.5005
H 3.20696 -0.98677 0.70537 0.4934
O -0.40314 -0.30763 -1.01296 -0.9937
H -1.35693 -0.34561 -1.17048 0.4769
H -0.12852 -0.47184 -0.10748 0.4911
O 0.50603 -0.65081 1.91978 -0.9594
H -0.03570 -0.02676 2.45158 0.5023
H -0.12569 -1.38125 1.87185 0.4602
O 1.02035 1.14980 4.09684 -0.9739
H 1.27033 2.05834 4.26797 0.4860
H 1.68276 0.62203 3.65150 0.4904
O -3.24679 -1.03414 -1.07480 -0.9236
H -3.24405 -0.55242 -1.91977 0.4702
H -2.93557 -0.32044 -0.50286 0.4676
O -2.51771 -0.28567 2.07236 -0.9261
H -3.37670 -0.67595 1.78085 0.4761
H -2.12097 -1.16663 2.17374 0.4515
O 1.46725 0.02908 -4.37349 -0.9307
H 1.86384 0.85563 -4.03922 0.4575
H 1.01283 -0.21318 -3.54180 0.4736
O -4.18944 1.67320 -1.47202 -1.0225
H -3.70648 1.78456 -2.28219 0.5049
H -4.33420 2.23262 -0.71803 0.5193
O 0.73143 -3.52152 1.83130 -0.9363
H 0.84851 -2.92536 2.61008 0.4705
H 0.15202 -4.18322 2.23295 0.4690
O -1.79606 3.97316 0.24429 -0.9446
H -1.24628 3.19234 0.05241 0.4749
H -1.09464 4.63860 0.40745 0.4698
```

Results
2S+1 ... 1
SMILES string ... O.O.O.O.O.O.O.O.O.O.O.O
Total charge ... 0
Energy relative to the best compared isomer or geometry (same formula, charge and spin) ... 81.9 kcal per mole
E_HOMO ... -0.4080 Eh
Calculated total energy ... -24958.14219 eV
Kohn-Sham gap ... 10.927 eV